Record 1
DFT (wB97M-V/def2-TZVPD) results for C26H26GaI3N2OSi as an isolated structure in a non-equilibrium geometry.

Last column: Mulliken charge in e.
CARTESIAN COORDINATES (ANGSTROEM)
Ga (-0.604, -0.704, -0.199)  0.51
I (2.211, -5.841, -4.542)  0.06
C (0.931, -4.483, -3.490)  -0.67
C (0.076, -3.564, -4.128)  0.13
C (-0.572, -2.570, -3.488)  -0.64
I (-1.726, -1.129, -4.556)  0.02
C (-0.636, -2.578, -2.063)  0.64
O (-1.477, -1.749, -1.447)  -0.56
C (0.105, -3.554, -1.397)  0.27
C (-0.055, -3.659, 0.082)  -0.59
N (0.247, -2.368, 0.784)  -0.16
C (-0.353, -2.398, 2.138)  -0.91
C (-1.786, -1.958, 2.110)  0.88
C (-2.778, -2.580, 2.869)  -0.89
C (-4.055, -2.065, 2.971)  -0.44
C (-4.388, -0.943, 2.211)  -0.73
C (-3.386, -0.371, 1.456)  -0.06
N (-2.117, -0.824, 1.427)  0.06
C (0.902, -4.500, -2.107)  -0.51
H (-0.041, -3.612, -5.169)  0.46
H (-1.110, -3.879, 0.331)  0.30
H (0.513, -4.472, 0.547)  0.50
H (1.267, -2.210, 0.870)  0.40
H (-0.395, -3.442, 2.520)  0.36
H (0.234, -1.851, 2.910)  0.34
H (-2.549, -3.512, 3.361)  0.39
H (-4.725, -2.437, 3.692)  0.45
H (-5.366, -0.430, 2.254)  0.40
H (-3.515, 0.611, 0.973)  0.32
H (1.539, -5.233, -1.561)  0.31
I (-0.577, 3.089, 2.599)  0.06
C (1.464, 2.724, 2.075)  -0.30
C (2.386, 2.597, 3.140)  -0.38
C (3.593, 1.908, 2.960)  -0.85
C (3.823, 1.290, 1.721)  -0.76
C (2.903, 1.255, 0.677)  0.49
C (2.931, 0.228, -0.303)  -0.90
C (1.848, 0.068, -1.146)  -0.96
C (0.706, 0.968, -1.115)  0.14
C (0.842, 2.109, -0.260)  -0.14
C (1.721, 2.080, 0.860)  0.85
H (2.073, 3.053, 4.111)  0.34
H (4.288, 1.882, 3.794)  0.40
H (4.796, 0.779, 1.612)  0.32
H (3.823, -0.397, -0.416)  0.41
H (1.881, -0.753, -1.911)  0.40
H (0.041, 1.013, -1.991)  0.56
C (0.212, 3.862, -2.799)  -1.26
Si (-0.096, 3.636, -0.882)  -0.03
C (0.661, 5.165, -0.161)  -0.94
C (-1.922, 3.385, -0.647)  -0.62
H (-0.093, 4.870, -3.072)  0.36
H (-0.439, 3.182, -3.354)  0.32
H (1.250, 3.791, -3.104)  0.35
H (0.135, 6.058, -0.537)  0.35
H (1.727, 5.237, -0.428)  0.29
H (0.600, 5.246, 0.933)  0.28
H (-2.512, 3.700, -1.511)  0.46
H (-2.269, 4.005, 0.246)  0.23
H (-2.188, 2.275, -0.450)  -0.10

Forces on the atoms, in the same order (eV/Å):
Ga -0.186 1.892 0.623
I -0.743 0.664 0.382
C -0.455 -0.055 0.572
C 1.360 -0.731 -0.630
C -1.028 0.578 1.300
I 0.483 -0.603 0.449
C -0.876 0.101 -1.074
O 0.064 -1.311 -0.511
C 0.802 -0.946 -0.285
C -0.422 0.126 0.515
N 0.535 -0.598 0.898
C 0.070 -0.981 0.691
C -1.747 1.559 0.064
C 0.627 -0.521 -0.155
C 0.478 1.247 -0.953
C -0.244 0.252 0.375
C 1.085 0.824 -0.094
N -0.181 -1.585 0.562
C 0.467 0.205 0.471
H 0.139 -0.068 -1.396
H 0.228 0.213 -0.205
H 0.193 0.070 -0.297
H -0.716 -0.140 -0.269
H 0.322 0.413 -0.239
H -0.348 0.063 -0.832
H 0.143 -0.026 0.331
H -0.860 -0.738 0.501
H 0.625 -0.565 0.063
H -0.125 -0.708 -0.117
H -0.681 0.691 -0.297
I 0.695 0.083 0.084
C 0.811 -0.938 1.406
C -1.153 0.661 0.019
C -0.693 0.749 -0.569
C 1.350 -0.393 0.890
C -0.712 0.678 2.710
C -1.041 -0.027 -2.140
C 1.593 -0.722 -0.546
C 1.068 0.939 1.116
C -1.147 0.882 -1.561
C 0.035 -0.917 -2.113
H 0.603 -0.582 -0.787
H 0.095 -0.149 -0.370
H -0.646 -0.029 -0.036
H -0.360 0.175 0.131
H -0.100 0.734 0.751
H 0.522 0.041 0.288
C -0.613 -0.086 1.073
Si 1.294 -1.036 -0.780
C -0.130 0.887 0.646
C -1.457 -0.388 1.210
H -0.229 0.223 0.043
H 0.271 -0.117 -0.182
H 0.163 -0.383 0.026
H 0.259 -0.194 -0.080
H -0.337 -0.051 -0.074
H 0.053 -0.142 -0.255
H 0.003 0.036 -0.014
H 0.262 -0.930 -1.127
H 0.534 1.675 -0.204

Multiplicity ... 1
Electronic energy ... -4298.4152 hartree
HOMO level (alpha / beta) ... -5.1 / -5.1 eV
M ... 861.0 g/mol
E_LUMO (alpha / beta) ... -0.46 / -0.46 eV

---

Record 2
DFT (wB97M-V/def2-TZVPD) results for C26H26GaIN6O3S as an isolated structure.

Last column: Mulliken charge in e.
CARTESIAN COORDINATES (ANGSTROEM)
Ga (-0.781, 0.075, 0.030)  0.32
C (0.370, 1.874, -4.085)  -1.28
C (0.404, 2.742, -2.873)  0.59
N (0.557, 4.028, -3.050)  -0.58
C (0.649, 4.862, -2.021)  -1.05
C (0.597, 4.448, -0.708)  0.97
C (0.682, 5.445, 0.431)  -1.01
O (1.744, 5.178, 1.322)  -0.53
C (0.394, 3.061, -0.464)  0.08
C (0.526, 2.549, 0.859)  0.15
N (0.200, 1.357, 1.249)  0.49
C (0.684, 0.918, 2.507)  -0.72
C (0.141, 1.374, 3.703)  -0.22
C (0.646, 0.921, 4.911)  -0.81
C (1.691, 0.013, 4.935)  -0.68
C (2.239, -0.450, 3.751)  -0.44
C (1.740, 0.009, 2.546)  0.03
I (2.648, -0.597, 0.723)  0.13
C (0.253, 2.183, -1.568)  0.51
O (0.010, 0.888, -1.453)  -0.43
H (0.167, 2.484, -4.961)  0.41
H (-0.371, 1.083, -3.987)  0.28
H (1.345, 1.405, -4.213)  0.28
H (0.782, 5.900, -2.287)  0.41
H (-0.237, 5.385, 1.029)  0.28
H (0.746, 6.458, 0.022)  0.45
H (2.548, 5.623, 1.030)  0.32
H (1.048, 3.194, 1.571)  1.05
H (-0.671, 2.087, 3.669)  0.55
H (0.228, 1.282, 5.836)  0.45
H (2.095, -0.331, 5.871)  0.46
H (3.056, -1.150, 3.769)  0.49
C (-4.211, -0.510, 2.558)  -1.66
C (-2.830, -0.923, 2.166)  0.61
O (-2.099, -0.146, 1.517)  -0.22
N (-2.409, -2.118, 2.547)  0.04
C (-1.045, -2.582, 2.340)  -0.85
C (-0.717, -2.978, 0.917)  1.02
C (-0.765, -4.316, 0.552)  -0.82
C (-0.416, -4.692, -0.735)  -0.57
C (0.050, -3.716, -1.603)  -0.90
C (0.091, -2.408, -1.167)  -0.31
N (-0.324, -2.038, 0.049)  0.59
H (-4.426, 0.478, 2.159)  0.30
H (-4.296, -0.475, 3.642)  0.42
H (-4.949, -1.216, 2.181)  0.43
H (-3.035, -2.714, 3.069)  0.32
H (-0.902, -3.451, 2.982)  0.69
H (-0.358, -1.786, 2.654)  -0.35
H (-1.063, -5.055, 1.278)  0.53
H (-0.495, -5.721, -1.046)  0.46
H (0.377, -3.964, -2.598)  0.50
H (0.460, -1.610, -1.803)  0.58
S (-2.583, -0.779, -1.511)  -0.71
C (-3.126, 0.791, -1.533)  0.22
N (-4.090, 1.183, -2.420)  0.03
C (-4.579, 2.433, -2.408)  -0.19
C (-4.091, 3.336, -1.497)  -0.96
C (-3.069, 2.900, -0.637)  -0.01
N (-2.612, 1.670, -0.656)  0.12
H (-4.417, 0.502, -3.102)  0.30
H (-5.348, 2.681, -3.124)  0.45
H (-4.467, 4.343, -1.447)  0.47
H (-2.623, 3.570, 0.085)  0.53

Forces on the atoms, in the same order (eV/Å):
Ga -0.382 -0.262 0.202
C -0.003 -0.148 0.037
C -0.267 -0.240 0.187
N 0.069 -0.199 -0.579
C 0.015 0.208 0.803
C -0.038 0.019 -0.090
C -0.250 0.025 -0.233
O 0.294 -0.007 0.203
C -0.160 -0.036 -0.863
C 0.218 -0.142 0.472
N -0.286 -0.165 -0.690
C 0.204 -0.220 0.653
C -0.057 -0.030 -0.195
C -0.035 0.051 -0.004
C -0.068 -0.005 -0.014
C -0.016 0.008 -0.074
C 0.123 -0.115 -0.684
I 0.128 0.170 0.594
C 0.132 0.329 0.331
O 0.111 -0.192 -0.166
H -0.003 0.009 -0.013
H -0.021 -0.080 -0.048
H 0.033 -0.128 -0.074
H -0.009 0.210 0.139
H 0.131 0.110 -0.071
H -0.061 -0.100 0.039
H -0.071 -0.048 -0.031
H -0.122 -0.112 0.008
H -0.055 0.029 0.030
H -0.055 0.071 0.100
H 0.038 -0.060 0.184
H 0.173 -0.089 -0.013
C -0.053 0.204 0.013
C -0.185 -0.091 0.017
O 0.207 0.173 0.067
N -0.082 -0.238 -0.019
C 0.307 0.278 -0.098
C -0.107 -0.287 0.288
C 0.042 0.192 -0.084
C 0.021 0.208 0.048
C 0.001 0.005 0.106
C 0.149 -0.143 -0.351
N 0.020 0.810 -0.004
H 0.045 -0.053 -0.006
H -0.031 -0.028 0.078
H -0.017 -0.092 -0.019
H -0.016 0.140 -0.050
H 0.066 0.155 -0.016
H -0.057 -0.180 0.046
H -0.074 -0.062 0.079
H 0.062 -0.115 -0.023
H 0.053 0.007 -0.150
H -0.079 -0.056 -0.053
S 0.282 -0.548 0.014
C -0.360 0.008 -0.235
N 0.262 0.013 0.211
C 0.020 0.675 0.328
C -0.002 -0.166 -0.078
C -0.408 0.181 -0.295
N 0.212 -0.038 -0.008
H 0.041 0.108 0.165
H -0.013 -0.075 -0.066
H -0.044 0.059 -0.076
H 0.030 0.093 0.030

Multiplicity ... 1
Electronic energy ... -4180.9231 hartree
Charge ... +2
HOMO level ... -13.4 eV
M ... 699.2 g/mol
E_LUMO ... -6.18 eV

---

Record 3
DFT (wB97M-V/def2-TZVPD) results for a 2-piece molecular cluster, C26H26N2O7S2 overall in a non-equilibrium geometry.

Last column: Mulliken charge in e.
CARTESIAN COORDINATES (ANGSTROEM)
C (6.674, -3.449, 1.085)  -0.92
C (6.488, -2.540, -0.235)  -0.62
C (5.372, -1.374, -0.051)  -0.11
N (4.138, -1.809, -0.821)  -0.58
O (3.044, -1.405, -0.085)  -0.09
C (2.592, -0.099, -0.539)  0.66
O (2.002, 0.061, -1.634)  -0.49
O (2.885, 0.978, 0.362)  -0.31
C (2.258, 0.751, 1.660)  -0.58
C (0.665, 1.004, 1.646)  -0.50
C (-0.115, -0.378, 2.050)  -0.34
S (-1.476, 0.019, 3.253)  -0.24
C (-3.103, -0.599, 2.682)  -0.02
S (-4.442, -0.168, 3.634)  -0.16
N (-3.387, -1.409, 1.485)  0.15
C (-2.721, -2.708, 1.461)  0.43
C (-2.830, -3.569, 2.788)  -0.42
C (-2.195, -5.007, 2.851)  -0.41
C (-1.451, -5.665, 1.645)  -0.42
C (-1.311, -4.806, 0.339)  -0.59
C (-1.955, -3.365, 0.286)  -0.17
C (-3.342, -0.660, 0.220)  0.06
C (-4.088, -1.263, -1.033)  -0.33
C (-4.162, -0.586, -2.424)  -0.36
C (-3.483, 0.801, -2.645)  -0.56
C (-2.743, 1.427, -1.423)  -0.37
C (-2.656, 0.729, -0.009)  0.06
H (5.811, -4.216, 1.171)  0.23
H (6.707, -2.827, 2.057)  0.28
H (7.661, -4.021, 0.971)  0.32
H (6.265, -3.160, -1.188)  0.34
H (7.515, -2.050, -0.433)  0.30
H (5.759, -0.359, -0.425)  0.26
H (5.091, -1.370, 1.067)  0.15
H (4.142, -2.846, -0.730)  0.27
H (2.509, -0.269, 2.114)  0.31
H (2.712, 1.539, 2.372)  0.34
H (0.304, 1.386, 0.625)  0.32
H (0.411, 1.786, 2.439)  0.51
H (-0.602, -0.828, 1.115)  0.08
H (0.594, -1.115, 2.590)  0.51
H (-3.373, -3.187, 3.723)  0.27
H (-2.305, -5.641, 3.797)  0.28
H (-1.015, -6.733, 1.680)  0.28
H (-0.788, -5.204, -0.592)  0.31
H (-1.850, -2.804, -0.704)  0.35
H (-4.594, -2.291, -0.878)  0.27
H (-4.754, -1.148, -3.238)  0.26
H (-3.570, 1.270, -3.679)  0.38
H (-2.259, 2.480, -1.575)  0.12
H (-2.112, 1.256, 0.840)  0.52
C (-0.234, 6.273, -2.124)  -0.82
C (-0.592, 7.413, -2.781)  0.34
C (-2.080, 7.468, -3.143)  0.48
O (-2.625, 8.438, -3.673)  -0.73
C (-2.913, 6.288, -2.847)  -0.75
C (-2.549, 5.148, -2.203)  0.55
C (-1.088, 5.137, -1.747)  0.52
O (-0.582, 4.224, -1.081)  -0.68
O (-3.263, 4.130, -1.946)  -0.81
O (0.143, 8.388, -3.103)  -0.82
H (0.800, 6.148, -1.816)  0.36
H (-3.935, 6.387, -3.199)  0.36

Forces on the atoms, in the same order (eV/Å):
C -0.329 -0.282 -0.542
C 0.696 0.775 0.157
C 0.668 -1.217 0.155
N 2.664 -0.729 -0.031
O -2.170 2.664 0.704
C -1.745 1.027 -3.344
O 2.984 -0.747 5.138
O -1.091 -3.085 -0.913
C -0.508 1.007 1.598
C -0.052 -0.854 0.370
C 0.215 0.231 -0.865
S -1.064 -0.860 -0.891
C -1.548 0.429 0.878
S 2.285 -0.559 -1.351
N 2.579 -0.102 -0.831
C 1.427 -4.077 1.492
C 1.940 -2.118 -2.634
C 0.165 1.653 -2.931
C -1.295 3.877 -0.794
C -2.383 1.518 3.609
C 0.058 -1.677 1.797
C -0.416 2.673 -4.828
C 1.029 1.900 0.047
C 1.755 1.438 3.150
C -0.131 -2.667 3.853
C -1.033 -2.347 -0.049
C -1.962 -1.993 -2.731
H 1.409 1.234 -0.027
H -0.025 -0.892 -1.700
H -1.467 0.700 0.332
H 0.254 0.866 1.662
H -1.637 -0.659 0.240
H -0.780 -1.536 0.674
H 0.474 0.433 -1.633
H -0.403 0.999 -0.117
H -0.254 1.253 -0.969
H -0.496 -1.218 -1.398
H 0.611 -0.496 1.509
H 0.414 -0.956 -1.210
H 0.885 0.388 1.427
H -1.223 1.077 -1.043
H 0.918 -0.489 -1.734
H 0.109 1.224 -1.468
H -0.855 2.029 0.090
H -0.822 0.664 1.507
H -0.258 -0.773 1.685
H 0.870 1.893 -0.322
H 1.111 1.111 1.379
H 0.344 -0.376 1.866
H -1.003 -1.663 0.515
H -0.939 -0.675 -1.420
C 0.036 -2.058 1.022
C -0.182 1.606 -0.841
C -1.666 -1.172 0.131
O 0.602 0.337 -0.045
C -0.177 1.485 -0.790
C 0.463 -0.918 0.600
C 1.780 1.744 -0.363
O -0.670 -0.795 0.125
O 0.079 0.217 -0.168
O -0.213 -0.510 0.209
H 0.068 0.072 0.026
H -0.092 -0.025 0.035

Multiplicity ... 1
Electronic energy ... -2438.4419 hartree
Charge ... -2
HOMO level ... -0.1 eV
M ... 542.6 g/mol
E_LUMO ... 2.83 eV